67
Properties=species:S:1:pos:R:3:mulliken_charge:R:1 method="wB97M-V/def2-TZVPD" e_tot_ev=-56528.8341 homo_ha=-0.26651 charge=0 orbital_gap_ev=7.07 e_above_lowest_kj_mol=376.1 e_lumo_ev=-0.2
C -4.2327 -0.1622 2.5672 -1.162
O -4.2246 0.4792 1.3185 -0.258
C -3.4108 1.5684 1.1421 0.980
C -2.7512 2.1970 2.1886 -0.519
C -1.9103 3.2738 1.9636 -0.820
C -1.7350 3.7479 0.6795 -0.866
C -2.4063 3.1444 -0.3662 -0.161
C -3.2400 2.0462 -0.1716 0.009
N -3.8654 1.5111 -1.3048 0.069
C -3.0321 1.0537 -2.3871 -0.933
C -2.8583 -0.4930 -2.3603 -0.851
N -3.5458 -1.0535 -1.2281 0.117
C -3.0276 -1.8390 -0.2707 0.705
O -3.7230 -2.4662 0.5168 -0.715
C -1.5358 -1.9785 -0.1710 -0.465
C -1.0654 -3.2323 0.0482 -0.061
N 0.2261 -3.5466 0.3022 0.169
C 0.6131 -4.9313 0.4413 -1.173
C 1.1432 -2.5388 0.4821 0.141
C 2.4827 -2.8044 0.8111 -0.717
C 3.3697 -1.7696 1.0057 -1.001
C 2.9420 -0.4530 0.8964 -0.141
S 4.1247 0.8777 1.1368 1.243
O 5.2760 0.3171 1.7815 -0.734
O 3.4472 1.9866 1.7328 -0.700
N 4.6200 1.3679 -0.3682 0.070
C 5.4781 0.4913 -1.1275 -0.748
C 4.6690 -0.3076 -2.1546 -0.223
O 3.9135 0.5515 -2.9792 -0.458
C 3.0070 1.3316 -2.2254 0.023
C 3.7386 2.1777 -1.1766 -0.786
C 1.6370 -0.1680 0.5835 -0.694
C 0.7268 -1.2000 0.3474 0.226
C -0.6420 -0.8350 -0.0712 0.881
O -0.9437 0.3240 -0.3095 -0.571
C -4.9540 -0.7315 -1.2052 -0.811
C -5.1211 0.8109 -1.2447 -0.850
H -4.7679 -1.0979 2.4107 0.264
H -3.2184 -0.3913 2.9087 0.429
H -4.7482 0.4367 3.3269 0.386
H -2.8730 1.8350 3.1977 0.429
H -1.3953 3.7307 2.7951 0.397
H -1.0839 4.5882 0.4903 0.413
H -2.2838 3.5248 -1.3694 0.483
H -2.0556 1.5240 -2.2987 0.395
H -3.4913 1.3511 -3.3388 0.479
H -3.2947 -0.9328 -3.2687 0.430
H -1.8046 -0.7612 -2.3266 0.350
H -1.7587 -4.0614 0.0138 0.387
H 0.9915 -5.1275 1.4465 0.384
H 1.3838 -5.1899 -0.2876 0.379
H -0.2540 -5.5646 0.2690 0.296
H 2.8301 -3.8182 0.9211 0.459
H 4.3994 -1.9558 1.2670 0.562
H 5.9868 -0.1608 -0.4187 0.394
H 6.2193 1.1055 -1.6513 0.344
H 5.3308 -0.8608 -2.8232 0.365
H 3.9988 -1.0137 -1.6378 0.123
H 2.4948 1.9728 -2.9440 0.400
H 2.2710 0.6745 -1.7390 -0.021
H 3.0384 2.6693 -0.5027 0.414
H 4.3464 2.9361 -1.6833 0.322
H 1.2856 0.8513 0.5250 0.940
H -5.4443 -1.1954 -2.0701 0.470
H -5.3700 -1.1527 -0.2915 0.321
H -5.6769 1.1568 -0.3764 0.375
H -5.6854 1.0867 -2.1465 0.419